The following is a DFT calculation (ωB97M-V/def2-TZVPD) of a structure of composition C8H22BrCaF2N3O6S2 at a distorted geometry.

Its spin multiplicity is 2. The HOMO energy (alpha / beta) is -0.4905 / -0.4903 hartree. The total charge is +1. The calculation puts the gap between HOMO and LUMO (alpha / beta) at 9.973 / 4.986 eV.

XYZ file:
```
45
Properties=species:S:1:pos:R:3:forces:R:3
Br 2.854 -0.405 1.668 0.7 0.1 0.5
Ca 0.548 -0.549 0.087 -1.0 0.4 -0.2
S 2.284 0.807 -2.736 5.1 -1.2 -0.3
S 0.093 1.638 -2.762 -7.4 3.5 -1.6
F 3.234 -0.134 -1.798 -1.0 0.0 0.4
F -1.305 1.684 -1.906 0.5 -0.7 0.3
O 0.597 1.290 4.357 -1.2 0.0 -0.3
O 2.344 0.060 -3.985 -1.2 1.3 2.2
O 0.451 3.031 -2.650 0.5 -1.7 -0.3
O -1.449 -1.373 -1.080 0.2 -0.8 -0.8
O 2.952 2.088 -2.635 -1.5 -1.9 0.0
O -0.434 1.151 -4.050 2.2 0.1 2.8
N 0.839 0.643 -1.749 3.1 1.2 -4.0
N -0.635 0.677 1.619 -1.0 -2.3 0.1
N 1.126 -2.522 -0.818 0.5 -1.2 1.0
C -0.437 1.997 3.592 1.9 1.3 0.9
C -0.918 3.038 1.301 0.6 -0.9 -0.6
C 1.087 -3.809 -2.852 -1.8 0.3 -0.7
C 0.504 -2.592 -2.120 -0.1 1.0 -1.0
C -1.029 -2.486 -1.911 0.4 -1.2 -0.1
C 0.437 1.510 5.797 0.6 -0.4 -0.9
C -2.843 -1.058 -1.308 0.1 1.9 -0.2
C -0.204 1.941 2.063 0.4 2.0 2.9
H 0.780 -1.699 -2.680 0.1 0.0 -0.1
H -0.925 3.999 1.816 -0.1 -0.2 -0.3
H -0.245 3.033 3.868 -0.7 0.3 0.1
H 1.165 0.844 6.262 -0.3 -0.1 0.0
H -3.104 -1.074 -2.366 0.2 -0.6 0.0
H -3.594 -1.550 -0.690 0.5 -0.6 0.0
H 2.168 -3.885 -2.734 -0.1 0.1 0.1
H -1.890 2.636 1.013 -0.4 0.6 0.3
H -2.901 0.012 -1.112 -0.1 0.0 0.4
H 0.776 -3.362 -0.380 0.0 -0.4 0.7
H 0.875 2.065 1.977 0.2 -0.1 -0.3
H 2.105 -2.743 -0.929 0.5 0.2 0.0
H 0.566 -4.712 -2.532 0.3 -0.2 0.2
H 0.846 -3.693 -3.909 0.3 -0.2 -0.1
H -0.575 1.297 6.140 0.0 -0.1 -0.1
H 0.717 2.519 6.099 -0.1 0.2 -0.3
H -1.366 -3.386 -1.396 -0.1 -0.3 0.0
H -1.497 -2.478 -2.896 -0.2 0.3 0.1
H -1.644 0.699 1.589 -0.5 0.2 -0.7
H -1.426 1.670 3.916 -0.2 0.0 -0.1
H -0.563 0.119 2.457 0.5 -0.9 0.3
H -0.361 3.059 0.364 -0.2 0.8 -0.2
```
Positions in Å, forces in eV/Å.